Entry 1:
C13H10N3O2SbSe6Te2W | ωB97M-V with the def2-TZVPD basis set

Calculated values
E (Ha): -16068.34673
HOMO-LUMO gap (spin up / spin down) (eV): 5.78 / 5.78
Charge: -2
Relative energy (zero: lowest compared OMol25 entry of this formula, charge and spin) (kJ/mol): 98.3
LUMO energy (spin up / spin down) (eV): 3.7 / 3.7

XYZ file:
```
38
Properties=species:S:1:pos:R:3:forces:R:3
W 1.841 -0.249 -0.779 0.245 2.250 0.865
O -3.640 1.194 0.092 -0.005 -0.148 -0.047
C -3.415 1.367 -1.226 -0.090 -0.037 0.067
C -4.444 1.904 -1.999 -0.028 -0.005 0.029
C -4.277 2.077 -3.361 0.031 0.012 -0.040
C -3.079 1.724 -3.977 0.011 -0.004 0.025
C -2.051 1.205 -3.208 -0.073 0.036 -0.115
C -2.198 1.023 -1.837 0.048 -0.053 0.066
C -1.042 0.505 -1.063 -0.289 0.309 -0.106
O 0.053 0.366 -1.684 0.115 -0.205 -0.316
N -1.213 0.303 0.219 -0.146 -0.087 0.004
N -0.071 -0.093 0.860 0.052 -0.474 -0.260
C -0.225 -0.234 2.117 0.197 -0.051 0.419
C 0.870 -0.604 3.023 -0.407 0.115 0.026
C 0.649 -0.731 4.393 0.020 -0.003 0.056
C 1.731 -1.041 5.207 -0.046 0.011 -0.119
C 2.974 -1.226 4.623 0.029 0.018 0.071
C 3.079 -1.094 3.241 0.318 -0.064 0.325
N 2.059 -0.785 2.474 -0.102 0.024 -0.139
H -2.829 0.733 0.448 -0.010 0.252 0.054
H -5.373 2.165 -1.504 0.041 -0.016 -0.017
H -5.093 2.485 -3.950 0.053 -0.020 0.028
H -2.949 1.841 -5.046 -0.012 -0.007 0.045
H -1.116 0.907 -3.660 0.014 -0.017 -0.018
H -1.202 -0.028 2.552 0.033 -0.021 -0.051
H -0.344 -0.583 4.803 0.050 0.006 -0.020
H 1.605 -1.135 6.280 -0.015 -0.003 -0.031
H 3.852 -1.453 5.218 -0.089 0.010 -0.071
H 4.024 -1.236 2.729 0.046 0.020 0.064
Se 3.499 -1.894 0.024 0.454 0.262 -0.319
Te 5.381 1.533 1.711 0.041 -0.083 -0.139
Te 4.641 0.291 -0.535 0.096 -0.650 0.294
Se 1.907 1.948 0.174 -0.173 -0.859 -0.338
Se 2.765 -4.091 -4.020 0.082 -0.014 -0.042
Sb 1.197 -2.372 -3.445 0.179 -0.027 -0.146
Se 0.598 -2.525 -1.003 -0.401 -0.315 0.279
Se 2.593 -0.165 -3.106 -0.205 -0.261 -0.309
Se -0.758 -2.036 -4.787 -0.061 0.099 -0.074
```
Positions in Å, forces in eV/Å.



Entry 2:
C13H10N4O3S | ωB97M-V with the def2-TZVPD basis set

Calculated values
E (Ha): -1344.32294
HOMO-LUMO gap (eV): 7.32
Relative energy (zero: lowest compared OMol25 entry of this formula, charge and spin) (kJ/mol): 0.0
LUMO energy (eV): -1.3

XYZ file:
```
31
Properties=species:S:1:pos:R:3:forces:R:3
C 2.695 -1.769 2.515 -0.221 0.610 -0.441
C 2.463 -1.727 1.016 -0.095 0.534 0.654
N 2.178 -2.781 0.299 0.380 0.569 0.177
N 1.901 -2.361 -0.968 -0.297 1.019 -0.879
C 2.012 -1.047 -1.000 -0.177 -0.393 0.418
S 1.585 0.042 -2.355 -0.056 -0.277 0.903
C 0.803 1.352 -1.398 -2.556 -1.227 1.735
C 1.636 2.529 -1.250 -0.736 3.308 -2.397
O 1.478 3.460 -2.052 0.949 -1.642 1.903
O 2.525 2.558 -0.244 -0.616 -0.713 -0.418
C -0.462 1.336 -0.808 1.882 -2.544 -2.180
C -1.183 2.437 -0.206 -0.054 3.096 3.270
O -0.760 3.448 0.345 0.547 -0.487 -1.290
N -2.497 2.089 0.015 -0.751 0.049 -0.005
C -2.647 0.725 -0.158 -0.534 -1.184 -0.139
C -3.761 -0.103 0.118 0.364 1.776 0.771
C -3.641 -1.464 -0.040 0.543 -0.798 -0.843
C -2.485 -1.982 -0.642 0.710 1.342 0.028
C -1.401 -1.119 -0.967 0.145 -1.907 0.098
C -1.432 0.218 -0.676 -0.835 0.392 -0.308
N 2.387 -0.578 0.233 -0.117 -1.128 0.244
H 3.647 -1.319 2.821 -0.027 -0.328 -0.224
H 2.610 -2.802 2.850 0.200 0.093 -0.114
H 1.928 -1.186 3.042 -0.004 -0.140 -0.224
H 2.912 3.428 -0.338 0.575 0.676 0.212
H -3.006 2.612 0.729 0.315 -0.157 -0.498
H -4.681 0.308 0.574 0.696 -0.090 -0.400
H -4.472 -2.107 0.259 0.331 0.117 -0.180
H -2.334 -3.020 -0.861 -0.226 -0.407 0.097
H -0.484 -1.573 -1.349 -0.427 0.075 -0.026
H 2.485 0.395 0.498 0.092 -0.234 0.055
```
Positions in Å, forces in eV/Å.



Entry 3:
C13H10N4O5Zn | ωB97M-V with the def2-TZVPD basis set

Calculated values
E (Ha): -2875.87917
HOMO-LUMO gap (eV): 7.45
Relative energy (zero: lowest compared OMol25 entry of this formula, charge and spin) (kJ/mol): 64.3
LUMO energy (eV): -0.8

XYZ file:
```
33
Properties=species:S:1:pos:R:3:forces:R:3
Zn 1.102 0.191 1.189 -0.656 -0.418 -0.113
O -3.913 -0.167 -0.867 0.059 -0.119 0.035
C -3.558 1.121 -1.083 0.089 0.243 0.050
C -4.406 1.990 -1.765 -0.077 -0.031 -0.092
C -4.072 3.321 -1.944 0.029 -0.028 0.050
C -2.888 3.816 -1.419 0.031 0.097 -0.028
C -2.046 2.962 -0.735 -0.020 -0.068 0.009
C -2.346 1.609 -0.574 -0.118 0.021 0.034
C -1.320 0.781 0.098 0.100 -0.493 0.244
O -0.560 1.325 0.953 -0.160 0.061 -0.237
N -1.226 -0.510 -0.292 -0.443 0.080 -0.392
N -0.090 -1.031 0.145 0.274 -0.310 0.195
C 0.281 -2.249 -0.012 -0.445 0.293 -0.124
C 1.642 -2.567 0.415 0.449 -0.108 0.133
C 2.271 -3.758 0.061 -0.228 0.066 0.002
C 3.582 -3.969 0.446 0.076 0.102 0.068
C 4.239 -2.990 1.180 0.000 -0.080 -0.038
C 3.551 -1.831 1.491 -0.008 0.034 0.072
N 2.291 -1.624 1.125 -0.154 -0.278 -0.076
H -4.789 -0.319 -1.233 -0.067 0.024 -0.041
H -5.341 1.613 -2.167 0.006 -0.028 0.037
H -4.745 3.971 -2.488 -0.008 -0.006 0.003
H -2.620 4.856 -1.547 -0.016 -0.008 0.003
H -1.116 3.322 -0.314 -0.009 -0.002 -0.001
H -0.358 -2.994 -0.476 0.039 0.022 -0.098
H 1.726 -4.488 -0.522 0.034 -0.025 0.011
H 4.095 -4.880 0.168 -0.022 -0.021 0.015
H 5.261 -3.116 1.507 0.002 0.000 -0.023
H 4.019 -1.037 2.062 -0.022 -0.003 -0.007
O 2.503 1.409 0.461 0.479 0.323 0.217
N 2.861 1.688 1.655 1.103 0.967 0.219
O 3.793 2.420 1.896 -0.673 -0.521 -0.149
O 2.175 1.133 2.586 0.357 0.214 0.022
```
Positions in Å, forces in eV/Å.



Entry 4:
C13H10N5O4Ti | ωB97M-V with the def2-TZVPD basis set

Calculated values
E (Ha): -1925.25879
HOMO-LUMO gap (spin up / spin down) (eV): 7.73 / 7.69
2S+1: 2
Charge: +2
Relative energy (zero: lowest compared OMol25 entry of this formula, charge and spin) (kJ/mol): 0.0
LUMO energy (spin up / spin down) (eV): -7.6 / -7.6

XYZ file:
```
33
Properties=species:S:1:pos:R:3:forces:R:3
Ti 0.188 -0.512 -0.319 -0.622 -0.249 -0.393
O 3.683 0.423 1.768 -0.038 0.041 0.030
C 2.520 0.049 1.357 0.171 0.046 -0.068
O 2.110 0.196 0.187 -0.041 -0.032 0.147
C 1.649 -0.640 2.335 -0.079 -0.124 0.171
C 1.935 -1.057 3.619 -0.048 0.068 -0.070
C 0.960 -1.819 4.270 -0.033 -0.051 0.050
C -0.217 -2.174 3.624 0.002 0.050 0.000
C -0.406 -1.719 2.325 0.099 -0.003 0.019
N 0.497 -0.951 1.740 0.002 -0.103 -0.043
C -1.533 -2.077 1.372 -0.087 -0.105 0.185
O -2.518 -2.652 1.691 0.041 0.014 -0.014
O -1.225 -1.657 0.126 0.518 0.470 -0.176
H 4.214 0.844 1.068 0.000 0.006 -0.055
H 2.876 -0.819 4.096 0.013 0.021 -0.016
H 1.145 -2.162 5.280 -0.012 -0.007 0.000
H -0.966 -2.801 4.089 0.004 0.002 0.014
N -0.682 0.810 -4.195 0.025 0.006 0.064
C 0.048 -0.231 -4.719 -0.024 -0.095 0.002
C 0.551 -0.914 -3.657 0.059 0.008 -0.073
N 0.152 -0.294 -2.497 -0.105 0.112 0.309
C -0.598 0.743 -2.860 0.063 -0.019 -0.091
C -1.163 1.585 -1.824 -0.087 0.098 0.027
N -0.892 1.301 -0.551 0.115 -0.186 -0.089
C -1.559 2.232 0.213 0.021 0.087 0.014
C -2.219 3.085 -0.612 -0.059 -0.040 0.058
N -1.964 2.654 -1.895 0.087 -0.022 0.003
H -1.185 1.490 -4.744 -0.004 0.014 0.002
H 0.132 -0.391 -5.779 0.003 -0.014 0.002
H 1.165 -1.798 -3.658 0.010 0.007 -0.003
H -1.520 2.232 1.288 0.007 -0.002 -0.003
H -2.843 3.938 -0.410 -0.004 -0.006 0.011
H -2.334 3.085 -2.728 0.004 0.009 -0.013
```
Positions in Å, forces in eV/Å.



Entry 5:
C13H10O2 | ωB97M-V with the def2-TZVPD basis set

Calculated values
E (Ha): -651.60365
HOMO-LUMO gap (spin up / spin down) (eV): 6.48 / 6.30
Relative energy (zero: lowest compared OMol25 entry of this formula, charge and spin) (kJ/mol): 538.9
LUMO energy (spin up / spin down) (eV): -0.5 / -0.3

XYZ file:
```
25
Properties=species:S:1:pos:R:3:forces:R:3
C 1.293 1.774 2.426 0.194 -1.040 -2.375
C -0.020 1.342 2.628 -1.535 1.221 2.055
C 1.980 1.618 1.251 -0.045 -0.497 0.201
C -0.783 0.874 1.595 3.175 -0.077 -0.277
C 2.786 0.299 -1.846 -2.393 -1.541 3.022
C 2.658 -1.080 -1.966 -1.610 1.843 0.620
C 1.279 0.931 0.180 0.286 1.103 0.645
C -0.086 0.520 0.411 0.207 -0.241 0.156
C 1.878 0.860 -1.022 0.212 0.635 -1.097
C -0.530 -0.494 -0.454 0.416 -0.698 -0.467
C -1.953 -1.003 -0.488 1.749 -1.789 1.178
C -2.031 -1.935 -1.714 0.131 4.543 0.420
C 0.189 -1.282 -1.321 -0.609 0.328 -1.412
O 1.420 -1.634 -1.699 1.007 -1.089 0.172
O -0.669 -2.051 -2.086 0.535 -0.699 -1.021
H 1.891 2.246 3.087 1.113 1.425 2.928
H -0.530 1.488 3.650 0.987 -0.119 -1.691
H 3.038 2.017 1.193 -1.501 -0.685 -0.327
H -1.761 0.657 1.820 -2.223 -0.800 -0.062
H 3.469 0.743 -2.447 1.885 1.666 -1.707
H 3.350 -1.512 -2.629 -0.108 -1.756 -0.771
H -2.186 -1.515 0.452 0.260 -0.381 -0.011
H -2.512 -0.163 -0.393 -2.471 2.369 -0.704
H -2.368 -2.853 -1.449 -1.143 -2.799 0.554
H -2.759 -1.419 -2.423 1.480 -0.923 -0.031
```
Positions in Å, forces in eV/Å.



Entry 6:
C13H11Br2CuN4OS | ωB97M-V with the def2-TZVPD basis set

Calculated values
E (Ha): -7982.99012
HOMO-LUMO gap (eV): 6.96
LUMO energy (eV): 0.0

XYZ file:
```
33
Properties=species:S:1:pos:R:3:forces:R:3
Cu -0.202 0.118 0.069 -0.070 0.022 -0.036
Br 2.996 -3.800 0.693 -0.019 -0.048 -0.056
C 2.776 -2.211 1.684 0.129 -0.011 0.132
C 3.602 -1.998 2.794 -0.033 -0.075 -0.098
C 3.492 -0.869 3.555 -0.044 0.059 -0.001
Br 4.641 -0.646 5.049 0.002 0.018 0.016
C 2.530 0.113 3.230 0.009 0.068 0.066
C 2.327 1.309 3.954 0.072 -0.063 0.029
C 1.364 2.190 3.561 -0.069 0.041 -0.052
C 0.591 1.891 2.428 -0.068 0.100 0.004
N 0.751 0.796 1.721 0.273 -0.242 0.164
C 1.705 -0.109 2.104 -0.137 0.100 -0.086
C 1.797 -1.303 1.279 -0.081 0.102 -0.022
O 1.020 -1.456 0.279 0.115 -0.087 0.055
H 4.340 -2.746 3.050 -0.010 -0.017 -0.025
H 2.940 1.511 4.822 0.001 -0.013 -0.008
H 1.187 3.108 4.103 -0.006 -0.005 -0.008
H -0.185 2.575 2.105 0.005 -0.012 -0.009
C -2.825 -1.631 -4.940 0.020 0.011 -0.012
C -3.689 -1.091 -3.800 -0.014 0.045 0.076
C -2.912 -0.176 -2.903 -0.121 -0.187 0.013
N -2.141 -0.580 -1.964 0.168 0.247 0.091
N -1.484 0.459 -1.327 -0.220 -0.184 -0.275
C -1.780 1.628 -1.828 0.095 0.118 0.246
N -1.200 2.777 -1.404 0.000 -0.014 -0.051
S -2.929 1.558 -3.101 0.004 0.034 -0.194
H -3.405 -2.300 -5.574 -0.003 -0.002 0.008
H -1.974 -2.182 -4.540 -0.008 -0.002 0.001
H -2.443 -0.821 -5.563 -0.008 0.003 0.007
H -4.063 -1.908 -3.183 0.033 -0.021 -0.002
H -4.558 -0.562 -4.195 0.000 0.012 -0.007
H -0.620 2.698 -0.581 -0.009 0.006 0.020
H -1.648 3.658 -1.579 -0.006 -0.003 0.012
```
Positions in Å, forces in eV/Å.